No. 1
{"formula": "C2H5EuO2", "method": "ωB97M-V with the def2-TZVPD basis set", "symbols": ["O", "Eu", "C", "O", "C", "H", "H", "H", "H", "H"], "xyz": [[-1.484951, -1.346395, 1.260305], [-3.441836, -0.742905, 0.619381], [1.359829, 0.650679, 0.316231], [0.482381, 0.886742, -0.964612], [-0.316426, -0.031556, -1.331082], [1.411341, 1.628111, 0.810191], [1.261515, -0.238223, 0.949976], [2.367751, 0.506219, -0.094096], [-0.924986, 0.389080, -2.162351], [-0.714618, -1.701752, 0.596057]], "forces_ev_per_a": [[1.28, -1.06, -2.69], [1.66, -0.48, 0.39], [1.43, 0.62, -1.81], [0.75, -0.40, 2.07], [-0.60, -0.56, 0.58], [-0.62, -0.49, 0.02], [-1.40, 0.32, -0.40], [-0.27, 0.21, -0.27], [0.58, 0.34, -0.30], [-2.83, 1.49, 2.41]], "total_charge": 1, "lumo_ev": [-5.3, -5.1], "spin_multiplicity": 8, "homo_lumo_gap_ev": [6.38, 6.55], "total_energy_ev": -25567.982}

***

No. 2
{"formula": "C2H5F2N", "method": "ωB97M-V with the def2-TZVPD basis set", "symbols": ["C", "C", "N", "F", "F", "H", "H", "H", "H", "H"], "xyz": [[0.679596, -0.988546, -0.060617], [-0.517876, 0.028255, 0.029926], [-0.084298, 1.364276, 0.017601], [-1.215655, -0.181897, -1.099817], [-1.254416, -0.303985, 1.148215], [0.659923, -1.883901, 0.412913], [0.746178, -1.098161, -1.153840], [1.577242, -0.555085, 0.286473], [0.108475, 1.695093, 0.980043], [-0.699169, 1.923953, -0.560895]], "forces_ev_per_a": [[-0.71, 3.10, -2.30], [2.73, -1.94, 0.51], [0.02, 0.20, 0.85], [-1.42, 0.13, -0.15], [-0.60, 0.37, -0.37], [-1.11, -2.80, 1.37], [0.47, -0.34, 0.46], [0.98, 0.95, 0.26], [-0.38, 0.03, -1.18], [0.02, 0.29, 0.55]], "lumo_ev": 1.1, "spin_multiplicity": 1, "homo_lumo_gap_ev": 11.58, "total_energy_ev": -9080.224}

***

No. 3
{"formula": "C2H5F5N3P3", "method": "ωB97M-V with the def2-TZVPD basis set", "symbols": ["C", "C", "N", "N", "N", "F", "F", "F", "F", "F", "P", "P", "P", "H", "H", "H", "H", "H"], "xyz": [[-2.646096, 0.241290, 0.505196], [-1.805446, -0.161798, -0.746393], [0.337117, 1.515424, 0.216846], [2.626509, 0.319716, -0.165567], [0.651420, -1.242120, 0.315874], [2.276180, 0.331262, -1.589769], [0.059576, -2.413119, -0.064596], [2.319181, 2.610891, -0.770762], [2.559109, -2.060372, -0.741636], [1.721271, -0.094666, 2.157011], [2.023282, 1.771203, 0.595671], [2.439219, -1.178338, 0.691481], [-0.088847, 0.074070, -0.265137], [-2.194842, -0.024850, 1.566712], [-2.738668, 1.279093, 0.549599], [-3.557406, -0.441072, 0.434113], [-2.071547, 0.561199, -1.555790], [-1.910018, -1.087814, -1.132851]], "forces_ev_per_a": [[0.26, -3.96, 1.86], [0.68, 3.92, 0.93], [-0.65, -2.28, -1.09], [0.77, 0.33, -0.47], [-1.15, 0.77, -0.15], [0.09, -0.63, 1.61], [-0.08, -0.70, -0.25], [-0.07, 0.30, 0.90], [0.48, 0.25, 0.54], [0.59, -0.05, -1.16], [-0.42, 0.26, -1.30], [-0.04, -0.86, -0.42], [0.22, 3.02, 1.60], [-0.47, 0.19, -2.30], [-0.85, 1.52, -0.21], [0.67, 1.67, 0.21], [0.58, -0.49, 0.53], [-0.61, -3.25, -0.82]], "lumo_ev": -1.6, "spin_multiplicity": 1, "homo_lumo_gap_ev": 7.97, "total_energy_ev": -48075.614}

***

No. 4
{"formula": "C2H5FN2", "method": "ωB97M-V with the def2-TZVPD basis set", "symbols": ["C", "C", "N", "N", "F", "H", "H", "H", "H", "H"], "xyz": [[1.814933, 0.689416, 0.331872], [-1.779149, -0.138674, -0.093017], [0.798992, 0.617816, -0.361362], [0.112446, -0.353385, -0.750257], [0.290200, -1.722306, 0.043956], [2.400369, 1.535636, 0.292193], [2.340089, -0.193270, 0.559461], [-1.763908, 0.672085, 0.643974], [-2.386419, 0.091402, -0.928954], [-1.827551, -1.198723, 0.262133]], "forces_ev_per_a": [[1.94, -1.29, 0.28], [3.32, -1.39, 0.24], [-2.17, 0.79, -0.82], [-4.89, -0.94, 0.45], [0.70, 0.94, -0.13], [0.70, 2.21, 0.29], [0.30, -1.28, 1.04], [0.36, -0.49, -0.14], [-0.18, 0.11, -1.00], [-0.07, 1.34, -0.21]], "lumo_ev": -0.1, "spin_multiplicity": 1, "homo_lumo_gap_ev": 9.27, "total_energy_ev": -7847.256}

***

No. 5
{"formula": "C2H5FN2", "method": "ωB97M-V with the def2-TZVPD basis set", "symbols": ["N", "N", "C", "C", "F", "H", "H", "H", "H", "H"], "xyz": [[0.778180, 0.156089, 1.800309], [-0.198081, 0.192278, 0.845758], [0.370171, -0.032014, -0.275386], [-0.751770, -0.010289, -1.372662], [-1.885899, 0.714011, -0.772942], [1.344552, -0.806058, 1.715606], [0.223655, 0.305655, 2.805777], [1.550705, -0.089512, -0.888542], [-1.090244, -1.085383, -1.554528], [-0.341270, 0.655224, -2.303390]], "forces_ev_per_a": [[0.02, -1.50, 5.21], [3.24, -0.85, -1.22], [-1.52, 0.68, -4.50], [0.37, 1.56, 0.00], [1.61, -1.34, -1.77], [-1.73, 2.90, 0.97], [2.41, -1.11, -3.27], [-3.27, -0.05, 3.00], [0.29, 1.69, -0.39], [-1.41, -1.98, 1.95]], "lumo_ev": 0.9, "spin_multiplicity": 1, "homo_lumo_gap_ev": 9.90, "total_energy_ev": -7848.667}

***

No. 6
{"formula": "C2H5FO", "method": "ωB97M-V with the def2-TZVPD basis set", "symbols": ["C", "C", "O", "F", "H", "H", "H", "H", "H"], "xyz": [[1.977330, 0.272094, 1.144839], [-1.762543, 0.674797, -0.913440], [2.735388, 0.575378, 0.094593], [-2.851031, 0.156126, -0.285707], [2.411522, -0.724574, 1.313220], [-1.840143, 1.720504, -1.079835], [-1.431307, 0.192577, -1.832508], [-0.983109, 0.476708, -0.175637], [2.443774, 1.489323, -0.378189]], "forces_ev_per_a": [[0.71, 0.37, -1.46], [2.00, -0.68, 0.99], [-1.52, 2.79, -1.18], [-1.36, -0.35, -0.51], [-0.06, -0.36, 0.71], [-0.43, 0.98, -0.08], [-0.75, -0.39, -0.15], [0.55, 0.44, -0.24], [0.86, -2.80, 1.92]], "lumo_ev": 0.5, "spin_multiplicity": 1, "homo_lumo_gap_ev": 9.68, "total_energy_ev": -6916.052}

***

Table of relative energy (zero: lowest compared OMol25 entry of this formula, charge and spin) (kJ/mol), in record order: 0.00, 25.61, 1135.13, 492.02, 355.93, 343.32